Record 1
27
Properties=species:S:1:pos:R:3 method="wB97M-V/def2-TZVPD" homo_energy_ev="-5.766 / -9.383" s_squared=2.018 largest_force_ha_per_bohr=0.1610 multiplicity=3
C 0.98 -1.89 0.96
C -3.10 1.04 0.72
C -2.25 0.68 1.74
C -2.78 0.69 -0.55
C -1.04 -0.05 1.45
C -1.59 0.03 -0.89
C -0.75 -0.43 0.15
C 1.78 1.36 -0.19
C 1.08 2.49 -0.25
C 1.93 -0.02 -0.57
C 2.89 0.48 0.43
C 0.50 -2.27 -1.40
C 0.41 -1.27 -0.18
N 1.38 -2.38 1.94
Cl 4.54 0.51 -0.25
H -4.05 1.53 0.81
H -2.35 1.01 2.75
H -3.49 0.89 -1.34
H -0.40 -0.54 2.21
H -1.58 -0.29 -1.95
H 1.53 3.37 0.03
H 0.09 2.55 -0.53
H 2.05 -0.41 -1.60
H 2.79 0.34 1.51
H -0.47 -3.01 -1.49
H 0.39 -1.60 -2.33
H 1.50 -2.83 -1.20



Record 2
30
Properties=species:S:1:pos:R:3 method="wB97M-V/def2-TZVPD" total_charge=+2 homo_energy_ev="-13.001 / -17.306" s_squared=6.025 largest_force_ha_per_bohr=0.1059 multiplicity=5
Cl -2.11 1.61 -0.63
C 0.49 -1.52 -1.39
C 1.67 -0.78 -0.95
C 1.63 0.51 -1.54
H 2.49 -1.17 -0.37
C 0.43 0.63 -2.33
C -0.27 -0.64 -2.24
H -1.14 -0.91 -2.82
H 0.32 -2.58 -1.25
H 2.37 1.31 -1.47
C -0.05 1.83 -3.06
Os -0.32 -0.10 -0.07
C 0.29 -1.19 1.35
C -2.06 -0.70 0.43
O 0.60 -1.86 2.24
O -3.13 -1.02 0.76
H 0.54 2.71 -2.79
H -1.08 2.06 -2.78
H 0.00 1.69 -4.14
C 0.47 3.64 3.17
C 1.13 3.64 1.94
C 0.89 2.61 1.03
N 0.10 1.57 1.34
C -0.59 1.59 2.50
C -0.42 2.61 3.44
H 0.63 4.43 3.90
H 1.83 4.42 1.67
H 1.36 2.63 0.04
H -1.29 0.76 2.66
H -0.98 2.53 4.36



Record 3
37
Properties=species:S:1:pos:R:3 method="wB97M-V/def2-TZVPD" total_charge=-2 homo_energy_ev=0.454 largest_force_ha_per_bohr=0.0180 multiplicity=1
C -1.01 1.53 2.35
C 0.09 0.68 2.98
C 1.41 0.64 2.17
C 1.20 0.34 0.72
C 1.04 1.28 -0.24
F 1.07 2.55 0.04
C 0.87 0.90 -1.68
O 1.22 1.58 -2.60
C 0.24 -0.45 -1.87
N -0.49 -0.65 -3.08
C 0.05 -1.13 -4.04
S 0.74 -1.85 -5.26
C 0.39 -1.40 -0.95
C -0.20 -2.77 -1.04
O -1.60 -2.83 -0.69
C -1.85 -2.74 0.65
C -2.40 -4.01 1.24
O -1.69 -1.73 1.27
C 1.20 -1.06 0.26
O 1.83 -1.95 0.82
H -0.58 2.40 1.85
H -1.59 0.96 1.62
H -1.68 1.92 3.12
H 0.34 1.13 3.95
H -0.26 -0.34 3.19
H 2.04 -0.15 2.58
H 1.92 1.60 2.29
H -0.16 -3.12 -2.08
H 0.38 -3.48 -0.44
H -1.74 -4.85 1.05
H -2.50 -3.86 2.32
H -3.40 -4.19 0.83
O 1.10 5.18 -3.75
S 1.03 5.01 -2.27
O -0.14 4.13 -1.93
O 0.85 6.34 -1.61
O 2.28 4.37 -1.77



Record 4
27
Properties=species:S:1:pos:R:3 method="wB97M-V/def2-TZVPD" homo_energy_ev=-8.771 smiles=FCP(c1ccccc1)c1ccccc1 largest_force_ha_per_bohr=0.0699 relative_energy_ev=0.0000 multiplicity=1
F -2.16 1.29 -2.53
C -1.03 0.70 -1.95
P -1.66 -0.57 -0.68
C -0.09 -1.41 -0.73
C 1.07 -0.69 -0.41
C 2.28 -1.33 -0.56
C 2.41 -2.70 -0.93
C 1.22 -3.40 -1.18
C 0.04 -2.79 -1.06
C -1.41 0.49 0.75
C -2.09 1.73 0.74
C -2.11 2.55 1.89
C -1.38 2.22 3.06
C -0.59 1.09 3.01
C -0.64 0.21 1.87
H -0.58 0.35 -2.87
H -0.36 1.40 -1.50
H 1.05 0.36 -0.18
H 3.16 -0.68 -0.64
H 3.42 -3.16 -0.76
H 1.36 -4.35 -1.52
H -0.87 -3.35 -1.14
H -2.60 1.86 -0.16
H -2.60 3.53 1.93
H -1.20 2.99 3.76
H 0.05 0.74 3.92
H -0.06 -0.68 1.77



Record 5
36
Properties=species:S:1:pos:R:3 method="wB97M-V/def2-TZVPD" total_charge=-1 homo_energy_ev="-3.035 / -5.074" s_squared=3.781 largest_force_ha_per_bohr=0.0676 multiplicity=4
V -1.18 0.67 -0.48
O -1.24 -2.29 -2.95
C -1.43 -1.61 -1.93
O -2.07 -0.52 -1.85
C -0.90 -2.05 -0.58
C -0.59 -3.32 -0.14
C -0.38 -3.52 1.22
C -0.57 -2.45 2.10
C -0.87 -1.21 1.58
N -0.95 -1.00 0.26
C -1.37 0.00 2.39
O -1.07 0.12 3.58
O -2.09 0.76 1.69
H -0.55 -4.13 -0.84
H -0.11 -4.50 1.60
H -0.49 -2.58 3.17
N 1.46 -1.17 -2.56
C 1.56 -0.21 -1.63
O 1.83 -0.48 -0.46
C 1.35 1.20 -2.13
C -0.16 1.42 -2.12
H 1.34 -2.12 -2.22
H 0.95 -0.98 -3.41
H 1.79 1.32 -3.13
H 1.85 1.90 -1.45
H -0.57 0.99 -3.04
H -0.35 2.51 -2.16
I 0.59 5.09 3.29
C 0.46 3.34 2.17
C 1.25 2.22 2.31
N 0.87 1.38 1.34
N -0.10 1.89 0.58
C -0.36 3.10 1.06
H 1.99 1.98 3.05
H 1.30 0.50 1.05
H -1.14 3.72 0.65



Record 6
27
Properties=species:S:1:pos:R:3 method="wB97M-V/def2-TZVPD" homo_energy_ev="-7.929 / -7.736" largest_force_ha_per_bohr=0.0210 relative_energy_ev=4.0061 multiplicity=1
C -0.18 1.75 -2.37
C -2.23 -0.75 2.91
C -2.78 0.36 2.20
C -1.15 -1.40 2.43
C -2.18 0.84 1.10
C 0.31 -1.90 0.57
C -0.51 -1.03 1.19
C -0.91 0.29 0.62
C -0.13 1.00 -0.14
C 0.95 -1.79 -0.79
C 2.04 1.48 -1.30
C 2.22 0.02 -1.77
C 0.53 1.83 -1.10
N -0.77 1.65 -3.34
N 2.07 -0.91 -0.72
H -2.70 -1.08 3.82
H -3.69 0.81 2.56
H -0.75 -2.26 2.94
H -2.56 1.70 0.57
H 0.54 -2.82 1.10
H 1.29 -2.79 -1.09
H 0.20 -1.45 -1.52
H 2.55 1.60 -0.34
H 2.48 2.17 -2.03
H 1.57 -0.16 -2.64
H 3.27 -0.05 -2.10
H 0.51 2.87 -0.75



Record 7
26
Properties=species:S:1:pos:R:3 method="wB97M-V/def2-TZVPD" homo_energy_ev=-7.759 smiles="C[C@@]12CC=CC(c3ccccc3)=C1O2" largest_force_ha_per_bohr=0.0867 relative_energy_ev=1.9031 multiplicity=1
C 3.42 1.05 0.75
C 2.31 0.68 -0.24
C 2.63 -0.61 -0.98
C 1.90 -1.67 -0.13
C 0.74 -1.49 0.44
C 0.06 -0.12 0.32
C -1.39 0.02 0.10
C -2.23 -1.12 -0.05
C -3.61 -0.92 -0.28
C -4.12 0.39 -0.16
C -3.31 1.47 0.08
C -1.97 1.31 0.17
C 0.94 0.86 0.07
O 1.44 1.79 -0.65
H 4.37 0.93 0.06
H 3.59 0.36 1.53
H 3.25 2.10 1.11
H 3.62 -0.92 -0.92
H 2.30 -0.68 -1.97
H 2.46 -2.63 -0.03
H 0.23 -2.23 1.06
H -2.01 -2.20 -0.19
H -4.44 -1.66 -0.38
H -5.18 0.63 -0.21
H -3.71 2.49 0.27
H -1.28 2.17 0.22



Record 8
34
Properties=species:S:1:pos:R:3 method="wB97M-V/def2-TZVPD" total_charge=-1 homo_energy_ev=-6.123 largest_force_ha_per_bohr=0.0602 multiplicity=1
Cl -3.31 1.61 3.25
B -2.46 -0.04 2.81
Cl -1.73 -0.81 4.38
Cl -3.74 -1.28 2.13
O -1.45 0.35 1.82
C -0.74 -0.34 0.86
C 0.72 0.03 0.97
C 1.66 -0.95 0.79
C 3.01 -0.58 0.74
C 3.39 0.74 0.94
C 2.42 1.71 1.17
C 1.08 1.36 1.24
H -1.03 -1.42 0.75
H 1.34 -1.98 0.73
H 3.77 -1.36 0.59
H 4.43 1.03 0.86
H 2.70 2.76 1.36
H 0.30 2.07 1.55
C -2.69 -0.52 -0.72
C -1.18 -0.25 -0.65
C -0.60 -1.22 -1.80
O -1.31 -2.09 -2.33
C 0.77 -0.94 -2.29
C 0.91 0.54 -2.60
O 0.36 1.40 -1.61
C -0.83 1.18 -1.07
O -1.59 2.07 -0.73
H -3.16 0.26 -0.12
H -2.98 -0.54 -1.75
H -2.93 -1.52 -0.27
H 1.54 -1.23 -1.52
H 0.97 -1.57 -3.19
H 1.95 0.81 -2.74
H 0.38 0.73 -3.57



Result set for M: 217.70 439.93 393.37 218.21 482.11 196.25 184.24 350.41 g/mol, one per record in the order listed.